{
  "formula": "C29H46Cl2N4Tc",
  "method": "the ωB97M-V functional and the def2-TZVPD basis",
  "multiplicity": 4,
  "largest_force_ha_per_bohr": 0.057,
  "total_energy_ev": -64019.1044,
  "total_charge": -2,
  "e_above_lowest_kcal_mol": 0.6,
  "symbols": ["Tc", "Cl", "Cl", "N", "N", "N", "N", "C", "C", "C", "C", "C", "C", "C", "C", "C", "C", "C", "C", "C", "C", "C", "C", "C", "C", "C", "C", "C", "C", "C", "C", "C", "C", "C", "C", "C", "H", "H", "H", "H", "H", "H", "H", "H", "H", "H", "H", "H", "H", "H", "H", "H", "H", "H", "H", "H", "H", "H", "H", "H", "H", "H", "H", "H", "H", "H", "H", "H", "H", "H", "H", "H", "H", "H", "H", "H", "H", "H", "H", "H", "H", "H"],
  "coordinates": [[-0.109, 0.076, 1.914], [0.903, 0.500, -0.012], [-3.122, -0.047, 4.434], [-0.118, -0.076, -5.965], [0.924, -1.817, -5.295], [-0.443, 2.522, 3.771], [0.848, 0.973, 4.581], [0.869, -2.952, -3.175], [-1.013, 4.853, 3.427], [0.444, 2.253, -5.614], [2.057, -3.971, -5.138], [-0.586, 3.393, 1.484], [-2.621, -2.651, 4.754], [0.366, 1.695, 5.633], [0.418, -0.646, -4.869], [1.704, -2.690, -4.416], [-2.570, -1.576, 3.868], [-0.445, 2.647, 5.130], [0.261, 1.400, 3.416], [-0.678, 1.278, -5.946], [-1.714, 1.326, -4.836], [-1.991, -1.697, 2.577], [2.970, -1.948, -4.007], [1.867, -0.090, 4.638], [-1.998, -3.860, 4.415], [-1.169, 3.439, 2.879], [2.534, -0.039, 6.010], [1.221, -1.444, 4.419], [-1.400, -2.938, 2.251], [0.697, -1.994, -6.649], [-2.634, 3.037, 2.867], [-2.028, -0.596, 1.548], [-1.383, -3.985, 3.171], [-1.283, 1.612, -7.292], [0.036, -0.889, -7.073], [2.903, 0.202, 3.562], [0.644, -2.015, -2.652], [3.322, -0.802, 6.044], [0.267, -1.520, 4.954], [-2.007, -4.688, 5.124], [0.022, 3.264, -5.540], [-1.265, 1.049, -3.876], [-0.987, 3.415, 5.647], [-1.707, 2.622, -7.234], [-2.544, 0.645, -5.060], [-3.185, 3.690, 2.180], [1.197, 2.251, -6.412], [1.896, -2.218, 4.811], [-0.794, 2.458, 0.949], [-0.927, -3.040, 1.267], [-0.323, -0.642, -8.055], [-0.882, -4.917, 2.900], [3.349, 1.188, 3.740], [1.162, -4.520, -5.452], [-2.092, 0.921, -7.557], [-1.478, 4.986, 4.409], [0.622, 1.508, 6.661], [-2.740, 2.000, 2.527], [1.831, -0.252, 6.825], [2.696, -3.775, -6.007], [1.004, -2.862, -7.201], [-1.499, 5.552, 2.737], [2.621, -4.608, -4.447], [3.544, -2.586, -3.322], [-2.108, -1.013, 0.532], [-0.523, 1.617, -8.082], [-0.069, -3.452, -3.446], [1.435, -3.612, -2.505], [2.723, -1.009, -3.498], [1.062, -1.689, 3.353], [0.047, 5.129, 3.486], [0.493, 3.580, 1.495], [3.590, -1.740, -4.887], [-1.063, 4.199, 0.909], [-2.111, 2.347, -4.770], [0.917, 1.993, -4.660], [3.014, 0.932, 6.192], [-2.857, 0.101, 1.710], [3.692, -0.557, 3.633], [2.506, 0.185, 2.535], [-3.130, -2.531, 5.710], [-3.077, 3.120, 3.867]],
  "forces_ev_per_angstrom": [[0.99, 0.14, 1.44], [1.37, 0.59, -1.85], [-0.39, 0.45, 0.08], [0.31, -0.81, -0.29], [-0.32, 0.29, -0.66], [0.30, 0.44, -0.12], [0.61, 0.14, 0.17], [-0.05, -0.39, 0.38], [0.00, 0.44, -0.09], [0.16, 0.36, -0.13], [0.16, -0.35, 0.03], [-0.17, 0.26, -0.66], [0.31, 0.20, -0.36], [-0.27, 0.58, 0.88], [0.21, 0.54, 0.94], [-0.21, 0.45, 0.25], [0.36, -1.27, 0.30], [0.16, 0.21, 0.97], [-1.39, -1.82, -1.85], [0.11, -0.07, 0.41], [-0.45, 0.24, 0.12], [-0.31, 1.65, -1.05], [0.41, -0.06, 0.06], [-0.45, 0.57, -0.17], [-0.32, 0.00, 0.43], [0.06, -0.47, 0.37], [0.32, -0.14, 0.18], [0.03, -0.76, 0.08], [0.08, -0.89, 0.50], [-0.13, 0.18, -0.44], [-0.45, -0.08, -0.25], [-1.68, -0.96, 1.22], [0.22, 0.27, -0.75], [-0.15, 0.25, -0.11], [0.23, -0.34, -0.17], [0.55, -0.10, -0.09], [0.03, -0.21, -0.17], [-0.17, 0.11, -0.01], [0.11, -0.02, -0.14], [0.00, 0.16, -0.18], [0.13, -0.10, -0.01], [-0.08, 0.02, -0.22], [-0.02, 0.00, 0.11], [0.05, -0.17, -0.07], [0.12, 0.06, 0.09], [-0.02, -0.06, 0.10], [-0.07, -0.01, 0.18], [-0.12, 0.01, -0.07], [0.22, 0.22, 0.33], [-0.20, -0.01, 0.42], [-0.03, -0.02, 0.01], [-0.14, 0.18, 0.07], [-0.02, -0.12, -0.08], [0.14, 0.09, -0.03], [0.14, 0.08, -0.05], [0.09, -0.03, -0.15], [0.00, 0.04, -0.03], [0.10, 0.26, 0.08], [0.12, 0.01, -0.19], [-0.15, -0.09, 0.09], [-0.04, 0.04, -0.02], [0.03, -0.09, 0.10], [-0.08, 0.05, -0.13], [0.00, 0.15, -0.06], [0.40, 0.11, 0.17], [-0.19, -0.03, 0.04], [0.09, 0.10, 0.06], [-0.14, 0.09, 0.00], [0.01, -0.21, -0.16], [-0.14, 0.28, 0.20], [-0.15, -0.06, 0.07], [-0.13, -0.19, -0.03], [-0.09, 0.05, 0.14], [0.09, -0.05, 0.04], [-0.01, -0.16, 0.04], [-0.10, -0.01, -0.21], [-0.19, -0.13, -0.04], [0.04, -0.19, -0.08], [-0.03, 0.11, -0.09], [-0.07, -0.02, 0.38], [0.21, 0.02, -0.17], [0.07, 0.00, -0.12]],
  "mulliken_charge": [0.177, -0.665, -0.223, -0.471, -0.138, 0.772, 0.824, -2.096, -1.960, -2.852, -3.012, -1.661, -0.539, -0.529, -0.611, 3.951, 0.647, -0.655, -0.268, 6.218, -2.562, 0.338, -2.176, 1.509, -0.428, 1.348, -2.163, -1.307, -0.668, -0.278, -0.917, -1.586, -0.552, -4.270, -0.241, -1.544, 0.333, 0.457, 0.216, 0.316, 0.452, 0.273, 0.390, 0.491, 0.422, 0.452, 0.514, 0.485, 0.156, 0.430, -0.206, 0.323, 0.382, 0.499, 0.540, 0.425, 0.373, -0.274, 0.436, 0.502, 0.217, 0.458, 0.403, 0.435, 0.525, 0.608, 0.370, 0.431, 0.238, 0.196, 0.379, 0.375, 0.430, 0.503, 0.439, 0.144, 0.454, 0.301, 0.462, 0.204, 0.352, 0.277]
}

{
  "formula": "C29H46Cl6F16O6",
  "method": "the ωB97M-V functional and the def2-TZVPD basis",
  "multiplicity": 2,
  "largest_force_ha_per_bohr": 0.080,
  "total_energy_ev": -161703.3713,
  "total_charge": 1,
  "symbols": ["Cl", "Cl", "Cl", "Cl", "Cl", "Cl", "F", "F", "F", "F", "F", "F", "F", "F", "F", "F", "F", "F", "F", "F", "F", "F", "O", "O", "O", "O", "O", "O", "C", "C", "C", "C", "C", "C", "C", "C", "C", "C", "C", "C", "C", "C", "C", "C", "C", "C", "C", "C", "C", "C", "C", "C", "C", "C", "C", "C", "C", "H", "H", "H", "H", "H", "H", "H", "H", "H", "H", "H", "H", "H", "H", "H", "H", "H", "H", "H", "H", "H", "H", "H", "H", "H", "H", "H", "H", "H", "H", "H", "H", "H", "H", "H", "H", "H", "H", "H", "H", "H", "H", "H", "H", "H", "H"],
  "coordinates": [[0.784, 1.963, 2.381], [-6.288, -2.434, -3.536], [3.428, 1.791, 3.434], [-5.153, -3.698, -1.127], [1.747, -5.887, 3.577], [-1.130, -5.874, 3.996], [-4.567, 2.069, 4.001], [-2.469, -2.626, -0.889], [1.094, 0.990, -3.612], [-5.060, 4.192, -2.106], [-1.017, -0.398, -2.550], [-1.713, -4.190, 0.507], [0.153, -2.435, 1.433], [-1.799, -1.767, 2.038], [-3.405, 3.504, 4.992], [-2.176, 4.231, 2.653], [-4.932, 2.128, -1.432], [-1.952, 2.005, 2.873], [-2.459, 3.442, -2.000], [-0.346, 1.320, -1.456], [1.730, -0.928, -3.150], [-2.819, 4.972, -0.553], [0.206, -0.654, -0.720], [4.074, -0.784, -0.604], [-3.510, 2.964, 1.463], [0.713, -1.307, 6.833], [3.518, 2.883, -2.209], [-2.401, -2.166, -4.352], [-2.770, 3.047, 2.709], [4.836, -1.943, -0.555], [-4.946, -2.466, -2.363], [-1.343, -2.739, -5.250], [5.618, 3.548, -2.605], [0.110, -5.980, 2.793], [3.818, -1.438, 1.598], [-2.589, 2.732, 0.319], [4.805, 2.705, -1.605], [3.527, 2.909, -3.660], [-2.200, -0.683, -6.096], [4.067, -2.589, 0.655], [3.651, -0.298, 0.620], [-0.753, 0.207, 6.241], [-0.299, -0.539, 7.399], [-0.745, -0.552, 0.308], [-0.816, -0.908, 5.232], [-0.030, 0.114, -1.792], [-1.748, -2.114, -6.597], [-1.003, -1.954, 0.989], [-3.027, -1.008, -4.823], [-3.823, 3.133, 3.804], [-4.560, 3.409, -1.183], [-1.531, -2.982, -0.038], [-3.097, 3.660, -0.856], [2.092, 2.868, 3.253], [4.824, 3.641, -3.927], [1.310, 0.167, -2.556], [0.414, -1.731, 5.515], [2.585, -0.172, 0.429], [-2.752, -0.060, -6.800], [-1.560, 3.024, 0.527], [4.661, -1.383, 2.286], [1.747, 3.155, 4.246], [5.888, -1.746, -0.350], [3.320, 1.934, -4.101], [-1.034, -1.131, 7.943], [-1.786, -1.374, 5.405], [5.498, 3.111, -4.600], [-3.973, -1.381, -5.216], [4.270, 0.565, 0.863], [0.109, -6.930, 2.258], [-1.378, -0.012, -5.847], [-4.752, -1.487, -1.925], [-3.121, -0.254, -4.042], [-0.665, -3.149, -0.679], [2.392, 3.751, 2.688], [-1.694, -0.142, -0.037], [4.926, 3.032, -0.572], [-2.779, 1.733, -0.074], [-0.947, -2.088, -7.336], [-5.052, 3.584, -0.226], [4.923, 1.629, -1.481], [-0.279, 0.077, 1.065], [4.647, -3.362, 1.159], [-1.222, -3.816, -5.139], [2.687, 3.529, -3.973], [0.023, -5.072, 2.197], [4.742, 4.585, -4.467], [3.141, -3.050, 0.310], [-3.995, -2.632, -2.868], [2.878, -1.731, 2.065], [5.631, 4.566, -2.216], [0.092, 0.199, 8.100], [1.267, -1.563, 4.857], [-1.637, 0.750, 6.577], [-0.404, -2.375, -4.835], [4.831, -2.530, -1.474], [-2.614, -2.637, -7.004], [0.054, -2.760, 5.509], [-4.503, 3.969, 3.641], [2.150, 0.450, -1.921], [-0.049, 1.017, 6.050], [6.610, 3.100, -2.658], [-0.921, -0.447, 4.250]],
  "forces_ev_per_angstrom": [[0.58, 0.78, 0.28], [0.44, 0.12, 0.40], [1.05, -0.41, 0.22], [-0.32, -0.02, 0.09], [-0.29, 0.01, -0.29], [-0.60, -0.23, 0.38], [-0.28, -2.09, -0.63], [-1.50, 0.77, 0.42], [0.07, 1.20, 0.19], [0.12, 0.73, -1.27], [-0.07, 0.15, -0.09], [-1.21, -0.35, 0.85], [1.22, -0.56, 0.46], [-0.56, 0.14, 0.45], [2.58, 0.02, 2.13], [1.58, 0.11, 0.56], [1.18, -0.56, -0.76], [0.23, 0.40, -0.10], [1.60, -0.78, -0.94], [-0.79, 2.52, 0.54], [-0.09, -2.46, 0.00], [-0.90, -0.70, 0.20], [0.36, -1.06, 0.44], [1.01, 1.32, -3.35], [2.37, -0.91, 0.55], [2.40, -1.48, 1.06], [-1.57, -1.16, 1.42], [1.59, -2.45, 1.34], [-2.93, -0.11, -1.97], [-0.90, -1.70, 1.58], [0.90, 0.38, -0.43], [-1.07, 1.83, 0.67], [0.42, 0.33, 0.88], [1.12, 0.48, 0.16], [-0.24, -0.96, -0.01], [-2.09, 1.32, -0.70], [-1.02, 1.33, -2.21], [0.22, 1.52, 0.79], [-0.05, 0.40, 0.05], [1.49, -1.38, -0.51], [-0.41, -0.74, 1.24], [-1.33, 1.52, 0.28], [0.98, 0.43, 1.23], [-0.43, -0.87, 1.48], [-1.66, 2.14, -1.75], [1.49, -2.36, -1.30], [0.12, 1.02, 1.06], [-1.22, 1.52, -1.91], [0.52, -1.03, -2.65], [-2.43, 2.28, -0.10], [-1.75, 0.40, 3.68], [3.49, -0.61, -0.99], [0.42, -0.19, 0.41], [-0.78, 0.08, -0.16], [1.98, -1.92, -1.21], [-0.13, 0.94, -0.87], [-1.58, 0.11, 0.67], [-0.14, 1.11, 0.36], [-0.33, -0.49, -0.28], [-0.04, -0.38, 0.09], [-0.32, 0.46, 0.16], [-0.21, -0.14, -0.26], [0.20, 0.35, 0.45], [0.53, -0.34, 0.26], [-0.33, -0.21, -0.26], [0.27, -0.72, -0.01], [-0.48, -0.46, -0.51], [-0.70, 0.71, 0.41], [-0.57, 0.58, 0.01], [-0.31, 0.36, 0.00], [0.56, -0.43, 0.16], [-0.93, 0.00, 0.30], [0.09, 0.05, -0.19], [0.48, 0.25, -0.12], [-0.21, -0.27, -0.09], [0.05, -0.11, 0.05], [-0.86, 0.59, 0.05], [0.53, -0.17, 0.42], [-0.06, 0.05, 0.06], [-0.42, 0.61, 0.05], [0.59, -0.87, -0.71], [-0.51, 0.02, 0.26], [0.02, -0.12, -0.22], [-1.03, -0.08, -0.21], [-0.24, -0.08, 0.36], [0.09, -0.54, -0.28], [-0.28, 0.37, 0.97], [0.04, 0.12, -0.20], [-0.38, -0.62, -0.38], [0.20, 0.73, 0.68], [0.57, -0.18, 0.43], [0.55, -0.47, 0.42], [-0.03, -0.03, 0.05], [-0.74, -0.21, -0.88], [0.28, 0.49, -0.41], [-0.49, 0.47, -0.19], [0.06, -0.05, -0.04], [0.75, -0.41, -0.06], [-0.15, 0.01, -1.59], [-0.29, 0.88, 0.23], [0.40, -0.24, -0.43], [0.13, 0.57, -0.48], [0.34, -0.40, -0.40]],
  "mulliken_charge": [-0.025, -0.197, -0.133, -0.180, -0.190, -0.133, -0.238, 0.019, -0.276, -0.276, -0.071, -0.287, -0.248, -0.339, -0.287, -0.267, -0.222, 0.001, -0.264, -0.311, -0.336, -0.334, -0.307, -0.246, -0.465, -0.483, -0.224, -0.387, 0.727, -0.350, 0.652, -0.173, -0.565, 0.325, -0.051, -0.190, -0.084, -0.195, -0.539, -0.652, 0.347, -0.419, -0.666, 0.328, 0.267, 0.836, -0.584, 1.148, -0.238, -0.019, 0.041, -0.301, 0.824, -0.594, -0.728, 0.830, -0.028, -0.286, 0.397, 0.482, 0.416, 0.358, 0.273, 0.273, 0.305, 0.235, 0.252, 0.268, 0.339, 0.351, 0.140, -0.019, 0.172, 0.142, 0.384, 0.290, 0.319, -0.014, 0.358, 0.267, 0.052, -0.763, 0.460, 0.302, 0.320, -0.386, 0.382, 0.164, -0.193, -0.201, 0.207, 0.356, 0.145, 0.378, -0.020, 0.383, 0.282, 0.198, 0.253, -0.414, 0.063, 0.418, -0.328]
}